# 1
Density functional theory data (the ωB97M-V functional and the def2-TZVPD basis) for a structure of composition C8H17P2Rh.

XYZ file:
```
28
Properties=species:S:1:pos:R:3:forces:R:3
C 2.25849 -0.09316 -2.28930 -0.23 -0.72 -0.80
C 2.37637 -1.17530 -1.36069 -0.09 0.26 0.09
C 1.10438 -1.81121 -1.24580 -0.34 -0.20 -1.13
C 0.19924 -1.16122 -2.17672 0.63 -0.79 0.35
C 0.90859 -0.11056 -2.81632 0.61 0.09 -0.07
Rh 0.82418 0.35953 -0.59154 -0.14 0.14 1.11
P 1.30107 2.52461 -0.26509 0.63 1.96 0.08
H 3.05763 0.57113 -2.61381 -0.27 -0.21 0.17
H 3.28040 -1.46800 -0.81576 -0.48 0.25 -0.24
H 0.86371 -2.63958 -0.58836 0.15 0.18 -0.33
H 0.51531 0.53879 -3.60347 0.19 -0.26 0.44
H -0.83865 -1.43222 -2.36135 0.43 0.13 0.00
H 0.76454 3.49455 -1.20063 0.48 -0.31 0.59
H 2.67994 2.97163 -0.19276 -0.78 -0.01 -0.20
H 0.84535 3.13613 0.94957 0.36 0.06 -0.64
C -2.02891 -0.55818 2.63779 -0.45 -0.39 1.51
P -0.72453 -0.30868 1.36043 -2.29 -0.26 -1.14
C -1.46346 -1.84630 0.50062 0.58 -1.52 -0.02
C -1.08021 1.57401 1.64174 1.05 1.72 0.76
H -2.14768 -1.62528 2.88978 0.10 0.46 0.13
H -3.01307 -0.18822 2.28172 0.51 -0.18 -0.01
H -1.77009 0.01663 3.54403 -0.22 -0.31 -0.18
H -2.41679 -2.17059 0.94340 0.31 0.32 -0.26
H -1.52876 -1.79690 -0.58656 -0.01 0.18 0.38
H -0.71204 -2.61640 0.75279 -0.44 -0.11 -0.21
H -1.95324 1.78510 2.29269 0.42 -0.35 -0.57
H -0.17227 1.87948 2.21034 -0.60 0.22 -0.31
H -1.12952 2.15021 0.70327 -0.10 -0.34 0.51
```
Positions in Å, forces in eV/Å.

Calculated values
2S+1 = 5
HOMO level (alpha / beta) = -4.3691 / -8.0107 eV
Gap between HOMO and LUMO (alpha / beta) = 5.323 / 5.923 eV
Net charge = 0
LUMO (alpha / beta) = 0.95 / -2.09 eV

Mulliken population analysis, charges in e, atoms 1 to 5: atom 1 (C): -0.903, atom 2 (C): -0.091, atom 3 (C): -0.818, atom 4 (C): -0.287, atom 5 (C): -0.436

=====

# 2
Density functional theory data (the ωB97M-V functional and the def2-TZVPD basis) for a structure of composition C8H18AlClI2NO2P.

XYZ file:
```
34
Properties=species:S:1:pos:R:3:forces:R:3
I -2.71065 3.52917 2.38250 1.30 -0.37 -0.71
I -0.27693 2.82325 1.14428 -0.88 0.31 1.54
Al -0.18902 -0.24423 -0.58616 0.63 -1.34 0.33
P -0.83386 1.32081 -2.28110 -0.59 0.86 -1.36
C -1.51159 2.96304 -1.88697 0.84 0.28 0.43
C 0.21733 1.62255 -3.72955 0.41 -0.39 0.27
H -2.16575 -0.54466 -3.05964 -0.22 0.23 -0.16
H -2.45324 0.95353 -4.00569 -0.11 -0.05 0.28
H -3.17919 0.75803 -2.36287 0.03 -0.08 -0.22
C -2.31640 0.53997 -3.00011 0.24 -0.68 0.30
H 0.78412 0.71235 -3.95148 -0.03 0.22 -0.17
H -0.43518 1.87059 -4.57756 0.24 0.01 0.27
H -1.74813 3.49387 -2.81216 -0.13 -0.29 -0.05
H -0.76673 3.55026 -1.33181 -0.41 -0.07 -0.51
H 0.90950 2.44094 -3.51379 -0.04 -0.12 -0.14
H -2.39105 2.85306 -1.25835 -0.14 0.11 0.00
C -1.92635 0.20206 0.40424 -3.42 0.11 2.48
O -2.88555 0.29386 1.01610 2.54 -0.19 -1.90
Cl -0.65472 -2.19899 -1.36625 0.20 0.93 0.10
C 2.36373 -2.75788 3.22883 -0.14 -0.56 0.56
N 2.06892 -1.65025 2.32734 -1.31 -0.07 -0.12
C 3.13825 -0.73456 1.96307 0.69 0.31 -0.25
C 0.89423 -1.45770 1.77672 1.62 0.61 -0.95
C -0.36752 -2.16365 2.11859 0.11 -0.27 0.55
O 0.96104 -0.57537 0.78410 -1.78 0.23 -0.21
H 3.37400 -2.59785 3.60782 -0.31 -0.17 0.12
H 2.32913 -3.73050 2.70953 0.03 0.48 0.06
H 1.64319 -2.78365 4.05716 0.37 0.04 -0.14
H 3.39990 -0.84589 0.90565 0.06 -0.02 0.26
H 2.82033 0.29907 2.13602 0.08 -0.25 -0.02
H 3.99966 -0.95750 2.58801 -0.04 0.07 -0.14
H -1.17753 -1.43373 2.24371 0.25 -0.13 0.03
H -0.62092 -2.80476 1.26671 -0.04 -0.10 0.28
H -0.29302 -2.74521 3.06313 -0.03 0.34 -0.82
```
Positions in Å, forces in eV/Å.

Calculated values
Energy above the lowest of the compared OMol25 structures with the same formula, charge and spin = 0.0 kcal/mol
HOMO level = -15.6456 eV
Gap between HOMO and LUMO = 7.102 eV
Net charge = +2
LUMO = -8.54 eV

Mulliken population analysis, charges in e, atoms 1 to 5: atom 1 (I): 0.134, atom 2 (I): 0.044, atom 3 (Al): 0.368, atom 4 (P): 0.680, atom 5 (C): -1.109

=====

# 3
Density functional theory data (the ωB97M-V functional and the def2-TZVPD basis) for a cluster of 2 separate species, C8H18BrO6P in total.

XYZ file:
```
34
Properties=species:S:1:pos:R:3:forces:R:3
O 3.42515 -2.89536 -0.31263 -0.19 0.78 -2.73
C 3.41390 -3.20056 0.81711 0.82 -0.76 1.14
O 2.36021 -3.36361 1.56395 -0.77 -0.55 0.66
C 1.13823 -3.38662 0.81586 -1.17 0.44 0.28
C 0.66203 -1.99525 0.40429 0.03 -0.59 -0.15
C -0.83804 -1.97148 0.15131 0.81 0.30 -0.25
Br -1.23001 -3.07290 -1.43034 -0.20 0.14 0.35
O 4.55587 -3.45380 1.51212 0.04 1.15 -0.61
P 5.81387 -2.38321 1.18532 2.14 -0.51 2.00
O 5.17975 -0.86102 1.13908 -0.53 -0.80 -0.73
O 6.32537 -2.72788 -0.32242 -1.15 0.39 0.04
H 0.38143 -3.76768 1.49801 0.20 -0.22 0.32
H 1.16650 -4.07627 -0.02013 0.45 0.00 -0.14
H 0.92619 -1.30455 1.20565 -0.14 0.15 0.03
H 1.14485 -1.68343 -0.51345 0.31 0.18 -0.02
H -1.42008 -2.31319 0.99743 -0.20 -0.20 -0.05
H -1.09301 -0.95422 -0.11062 -0.44 0.07 -0.08
H 5.31839 -0.53175 2.03614 -0.02 0.16 -0.04
H 7.06597 -2.14217 -0.53035 -0.01 -0.10 -0.02
C -2.42538 4.71341 0.03036 -0.14 -0.05 0.04
C -1.73244 3.42378 -0.37564 0.00 0.13 -0.08
O -2.38163 2.25308 0.08783 0.11 -0.21 0.16
C -3.71402 2.05734 -0.35482 -0.10 0.06 -0.10
C -3.84846 1.96176 -1.86493 0.12 0.04 -0.05
H -2.51556 4.77177 1.11621 0.04 0.01 -0.01
H -1.85635 5.57464 -0.32145 0.02 -0.02 0.01
H -3.43068 4.78616 -0.38658 0.03 0.04 -0.07
H -0.73298 3.40384 0.05988 -0.03 -0.13 0.05
H -1.59824 3.38004 -1.46198 -0.05 0.04 -0.02
H -4.36657 2.83965 0.04816 0.00 0.04 -0.06
H -4.04610 1.11928 0.09140 0.14 0.00 0.09
H -3.53508 2.87985 -2.36345 -0.08 0.03 0.01
H -4.88559 1.76932 -2.14155 0.00 -0.02 0.02
H -3.22751 1.15102 -2.24973 -0.04 -0.02 0.01
```
Positions in Å, forces in eV/Å.

Calculated values
SMILES = O=C(OCCCBr)OP(O)O.CCOCC
HOMO level = -9.0604 eV
Gap between HOMO and LUMO = 9.719 eV
Net charge = 0
LUMO = 0.66 eV

Mulliken population analysis, charges in e, atoms 1 to 5: atom 1 (O): -0.487, atom 2 (C): 0.817, atom 3 (O): -0.336, atom 4 (C): -0.573, atom 5 (C): -0.547

=====

# 4
Density functional theory data (the ωB97M-V functional and the def2-TZVPD basis) for a cluster of 2 separate species, C8H18Cl3IO3S2Si in total.

XYZ file:
```
36
Properties=species:S:1:pos:R:3:forces:R:3
O -0.29085 0.73417 -3.54085 -2.26 5.32 0.99
S -1.05226 2.08887 -3.32682 -2.57 -4.72 -1.60
O -2.54280 2.02910 -3.78397 5.74 1.05 1.37
O -0.14152 3.28806 -4.13864 -0.65 -0.23 2.62
C -1.09271 2.50682 -1.47179 1.18 0.89 0.53
C 0.45318 2.49393 -0.89877 -0.92 0.14 0.85
C 0.33436 2.11029 0.71890 1.58 0.63 0.00
C 0.92057 0.60139 0.99858 0.65 0.68 0.05
Si -0.26155 -0.83431 0.49518 1.91 -0.78 0.17
I -2.02371 -1.31087 2.23784 0.62 0.24 -0.45
C 0.87231 -2.40684 0.17745 -0.30 -1.51 0.98
C 0.67079 -3.05949 -1.30969 -0.54 0.26 0.33
C 1.45250 -2.30573 -2.53072 -0.87 -1.17 -1.65
S 2.71505 -1.02438 -2.02249 -0.65 0.56 -0.66
H 0.29201 3.92706 -3.46972 -1.03 -1.49 -1.25
H -1.77083 1.72902 -0.90786 1.31 1.35 -1.69
H -1.53684 3.59663 -1.32387 0.75 -2.40 -0.56
H 0.86864 3.59296 -1.02147 -0.66 -2.32 0.27
H 1.15789 1.71872 -1.42290 -1.58 1.51 0.82
H -0.76653 2.27471 1.10145 2.26 -0.34 -0.64
H 1.08466 2.86287 1.26017 -1.93 -1.54 -0.92
H 1.24462 0.40618 2.11551 -0.75 0.68 -2.07
H 1.90883 0.46446 0.34969 -2.12 0.23 1.31
H -1.00296 -0.61910 -0.74136 -0.30 0.30 -0.22
H 1.99159 -2.22704 0.49631 -2.20 -0.27 -0.85
H 0.45693 -3.21559 0.95127 0.94 1.54 -1.63
H -0.49487 -2.97778 -1.55523 2.55 -0.48 0.52
H 0.99398 -4.19441 -1.26372 -0.73 2.38 -0.21
H 0.67140 -1.84454 -3.30503 1.82 -0.82 1.88
H 2.03932 -3.14563 -3.13044 -1.17 1.90 1.24
H 2.37508 0.14158 -2.74107 -0.08 -1.59 0.53
Cl -1.84521 0.21884 6.96536 0.04 -0.20 -0.09
C -1.82326 -1.49602 6.51975 0.04 -0.01 -0.06
Cl -1.42052 -2.49852 7.92413 -0.01 0.10 -0.19
Cl -3.38431 -1.98116 5.83624 0.20 0.05 0.07
H -1.05301 -1.64421 5.75857 -0.28 0.06 0.23
```
Positions in Å, forces in eV/Å.

Calculated values
SMILES = O=S(=O)(O)CCCC[Si@H](I)CCCS.ClC(Cl)Cl
HOMO level = -9.1686 eV
Gap between HOMO and LUMO = 9.020 eV
Net charge = 0
LUMO = -0.15 eV

Mulliken population analysis, charges in e, atoms 1 to 5: atom 1 (O): -0.479, atom 2 (S): 1.015, atom 3 (O): -0.569, atom 4 (O): -0.476, atom 5 (C): -0.726

=====

# 5
Density functional theory data (the ωB97M-V functional and the def2-TZVPD basis) for a structure of composition C8H18ClIIrO3PS.

XYZ file:
```
34
Properties=species:S:1:pos:R:3:forces:R:3
C -0.45089 2.30262 0.59151 0.53 1.82 -0.02
C -1.39123 1.46928 1.36393 -1.09 -1.36 -3.31
H -0.94414 3.09378 0.00151 0.15 -0.54 -0.02
H 0.04353 1.53330 -0.02795 -0.02 0.63 -0.06
H 0.30244 2.76020 1.26655 -0.35 -0.26 -0.66
O -2.48064 1.14015 0.92195 1.49 0.80 2.01
I -0.10788 0.40751 2.63752 0.86 -1.21 1.05
Ir 1.10770 -1.44183 -1.84644 0.07 0.49 2.99
P 2.86759 -1.54868 -3.10194 1.60 0.42 -0.44
C 2.07679 -2.18812 -4.56319 0.24 -0.06 -0.38
C 3.44482 0.15957 -3.31394 0.46 -0.30 -0.06
H 4.19325 -2.34221 -1.25369 0.03 -0.05 -0.29
H 4.55805 -3.17969 -2.80074 0.37 -0.52 0.18
H 3.06651 -3.58025 -1.85758 0.30 0.15 -0.31
C 3.77692 -2.79306 -2.15973 0.68 0.18 -0.49
H 3.91371 0.51736 -2.38597 -0.10 -0.24 -0.44
H 4.15070 0.17896 -4.13233 0.22 0.34 -0.28
H 2.83423 -2.20786 -5.33807 -0.11 -0.27 -0.59
H 1.24552 -1.52726 -4.82120 0.29 -0.05 -0.27
H 2.57166 0.79863 -3.52894 0.31 -0.34 -0.05
H 1.68345 -3.18052 -4.34870 0.13 -0.13 -0.21
C -0.49658 -1.62578 -2.66061 -9.15 0.17 -1.69
O -1.61295 -1.64506 -3.08474 5.46 -0.11 1.24
Cl 2.50611 -0.35880 -0.41622 -0.76 0.26 1.00
C -3.08790 1.24213 3.70703 0.46 -1.19 0.52
S -2.58795 2.94426 3.56847 -0.86 -0.32 1.01
C -4.01743 3.66793 2.82898 -0.54 0.65 0.04
O -2.40439 3.52600 4.92774 0.26 -0.14 -0.61
H -3.70834 0.98240 2.85058 -0.23 0.27 0.24
H -3.51514 1.04169 4.69258 -0.30 0.46 -0.16
H -2.18695 0.61000 3.63328 -0.74 0.44 0.31
H -4.85250 3.41523 3.49587 0.13 -0.12 -0.26
H -3.89267 4.74692 2.85139 0.11 0.12 -0.18
H -4.15539 3.28756 1.81316 0.12 -0.01 0.19
```
Positions in Å, forces in eV/Å.

Calculated values
Energy above the lowest of the compared OMol25 structures with the same formula, charge and spin = 0.0 kcal/mol
2S+1 = 5
HOMO level (alpha / beta) = -13.5162 / -15.4638 eV
Gap between HOMO and LUMO (alpha / beta) = 7.233 / 5.627 eV
Net charge = +2
LUMO (alpha / beta) = -6.28 / -9.84 eV

Mulliken population analysis, charges in e, atoms 1 to 5: atom 1 (C): -1.051, atom 2 (C): 0.470, atom 3 (H): 0.342, atom 4 (H): 0.208, atom 5 (H): 0.421

=====

# 6
Density functional theory data (the ωB97M-V functional and the def2-TZVPD basis) for a cluster of 2 separate species, C8H18ClNSi in total.

XYZ file:
```
29
Properties=species:S:1:pos:R:3:forces:R:3
C 3.15739 -2.32765 2.05640 1.76 0.56 0.10
C 1.90124 -2.33209 2.34723 0.43 0.61 0.93
C 1.45072 0.41444 -0.83473 1.73 1.11 0.95
C -0.17532 2.33606 -0.60197 -0.09 -0.17 -1.83
C 1.22385 1.60188 1.23118 -2.06 0.76 1.36
C -3.12532 0.02763 -1.16208 -1.83 -1.38 -1.02
C -1.55999 -2.05059 -1.26354 -5.17 0.17 0.04
C 0.42391 1.13785 0.04918 0.72 -1.00 -0.13
N -1.94911 -0.70809 -0.71444 1.08 1.14 0.37
Si -1.01253 0.00963 0.54412 0.35 -1.03 0.20
Cl -2.25464 1.20469 1.68633 -0.24 0.10 0.27
H 3.44597 -2.40293 1.01184 0.07 -0.05 -0.34
H 4.04879 -2.10252 2.70917 -1.25 -0.70 -0.26
H 1.00979 -2.10810 1.82974 -1.03 -0.41 -0.44
H 1.18021 0.23676 -1.85060 -0.52 -0.74 -0.59
H 2.37539 1.06920 -0.91325 -1.02 -0.26 -0.07
H 1.89013 -0.41871 -0.26339 -0.52 -0.33 -0.59
H -0.30747 2.08953 -1.65278 0.07 0.24 -0.43
H 0.58597 3.09336 -0.51429 -0.22 0.95 -0.15
H -1.17568 2.61598 -0.29455 0.18 0.46 0.64
H 0.57333 2.28328 1.80768 0.61 0.22 -0.14
H 1.40578 0.83628 1.91785 0.52 -1.58 1.08
H 2.17141 2.02342 0.99575 0.61 0.73 -0.49
H -4.13318 -0.52305 -0.97388 1.57 0.75 0.03
H -3.25408 1.07241 -0.82435 0.51 -0.78 0.36
H -3.07061 0.11168 -2.24479 -0.06 0.00 -0.40
H -2.33554 -2.72890 -0.70711 1.84 0.34 -0.90
H -1.94340 -2.17556 -2.36383 1.51 0.49 1.72
H -0.54704 -2.28588 -1.00689 0.44 -0.21 -0.29
```
Positions in Å, forces in eV/Å.

Calculated values
2S+1 = 3
HOMO level (alpha / beta) = -7.0623 / -8.8509 eV
Gap between HOMO and LUMO (alpha / beta) = 7.828 / 8.282 eV
Net charge = 0
LUMO (alpha / beta) = 0.77 / -0.57 eV

Mulliken population analysis, charges in e, atoms 1 to 5: atom 1 (C): -0.514, atom 2 (C): -0.331, atom 3 (C): -1.682, atom 4 (C): -1.682, atom 5 (C): -1.992

=====

Q: Which value of net charge does entry 3 give?
A: 0